# 1
This record from the Open Molecules 2025 dataset describes 2 unconnected molecules or ions with the total composition C2H7O3P2. The level of theory is ωB97M-V/def2-TZVPD.

Cartesian coordinates (Å):
C1 1.4681 0.8836 -2.3249
C2 1.0261 0.1318 -1.0670
O1 -1.5593 -2.7805 2.5835
O2 -0.6953 -0.4870 1.8866
O3 1.0748 0.9455 0.0841
P1 -3.6748 -0.5185 2.7390
P2 -1.7975 -1.3010 2.3621
H1 1.4775 0.2226 -3.0891
H2 0.8291 1.6108 -2.5938
H3 2.3846 1.2538 -2.1217
H4 1.7853 -0.7953 -0.9041
H5 0.0287 -0.1951 -1.1963
H6 0.7368 0.3229 0.7295
H7 -3.0842 0.7063 2.9121

Its net charge is -1. Its LUMO energy is 3.6 eV. For the frontier orbital gap, the calculation gives 7.416 eV. The value obtained for the HOMO energy is -0.1405 Eh.


# 2
This record from the Open Molecules 2025 dataset describes 3 unconnected molecules or ions with the total composition C2H7O4. The level of theory is ωB97M-V/def2-TZVPD.

Cartesian coordinates (Å):
O1 -2.8583 0.2326 -0.0597
C1 -1.6400 0.0182 -0.0738
O2 -0.7369 0.8382 -0.3965
C2 -1.1824 -1.3690 0.3576
H1 -1.7643 -2.1513 -0.1255
H2 -0.1178 -1.5755 0.2172
H3 -1.3535 -1.4955 1.4360
H4 2.7847 -1.5140 0.0395
H5 2.8578 0.0246 -0.0053
O3 3.4038 -0.7957 -0.1132
H6 1.6325 1.5477 1.0279
H7 0.8091 1.0386 -0.1443
O4 1.7525 1.2925 0.1065

Its net charge is -1. Its LUMO energy is 3.9 eV. For the frontier orbital gap, the calculation gives 8.675 eV. The value obtained for the HOMO energy is -0.1744 Eh.


# 3
This record from the Open Molecules 2025 dataset describes 2 unconnected molecules or ions with the total composition C2H7O4P. The level of theory is ωB97M-V/def2-TZVPD.

Cartesian coordinates (Å):
C1 -2.2670 -0.2810 -3.6996
C2 2.2851 0.1369 1.8116
O1 -1.6108 -0.4578 -2.5615
O2 -1.5409 0.2275 1.3552
O3 -0.2879 -0.7958 -0.2930
O4 0.8985 -0.0401 1.9929
P1 -0.0212 0.4912 0.7246
H1 -1.7869 0.5052 -4.3056
H2 2.3886 0.4989 0.6822
H3 2.7675 -0.7766 2.0440
H4 2.6240 0.7915 2.5706
H5 -0.7443 -0.0288 -2.3975
H6 -1.6058 0.9053 2.0749
H7 -1.0987 -1.1765 0.0012

Its LUMO energy is 0.7 eV. For the frontier orbital gap, the calculation gives 9.202 eV. The value obtained for the HOMO energy is -0.3130 Eh.


# 4
This record from the Open Molecules 2025 dataset describes a single C2H7OPS molecule. The level of theory is ωB97M-V/def2-TZVPD.

Cartesian coordinates (Å):
C1 -1.5969 0.3046 0.6909
P1 0.6255 -0.0409 0.4305
C2 0.8444 0.1285 -1.4177
O1 0.8978 -1.5861 0.6310
S1 1.7819 1.3680 1.2701
H1 -2.5348 -0.0873 0.1672
H2 -1.6957 0.3128 1.7687
H3 -1.3962 1.3079 0.2906
H4 0.4635 1.0594 -1.7566
H5 1.8564 -0.0603 -1.7035
H6 0.1741 -0.7113 -1.8583
H7 0.5802 -1.9953 1.4872

Its LUMO energy is 0.4 eV. For the frontier orbital gap, the calculation gives 9.034 eV. The value obtained for the HOMO energy is -0.3164 Eh. Its SMILES is CP(C)(O)=S.


# 5
This record from the Open Molecules 2025 dataset describes 2 unconnected molecules or ions with the total composition C2H7OS. The level of theory is ωB97M-V/def2-TZVPD.

Cartesian coordinates (Å):
S1 -0.0536 -2.6601 -1.3927
H1 -1.0573 -2.3716 -0.5457
C1 0.8281 0.6446 0.3809
O1 1.2724 0.1262 -0.8417
C2 -0.7106 0.7554 0.3801
H2 1.2110 1.6489 0.5255
H3 1.1837 0.0407 1.2227
H4 0.6484 -0.6130 -1.0864
H5 -1.0397 1.7752 0.1599
H6 -1.0366 0.6234 1.4239
H7 -1.2460 0.0302 -0.2265

Its net charge is -1. Its LUMO energy is 4.1 eV. For the frontier orbital gap, the calculation gives 7.015 eV. The value obtained for the HOMO energy is -0.1061 Eh.


# 6
This record from the Open Molecules 2025 dataset describes a molecular structure, C2H7OS2. The level of theory is ωB97M-V/def2-TZVPD.

Cartesian coordinates (Å):
C1 -2.5385 -0.8498 0.5787
O1 -3.6419 -0.3411 0.8323
H1 -2.4449 -1.3737 -0.4489
H2 1.2177 -4.3363 -4.6006
H3 -1.4883 -0.5744 1.0456
C2 1.2592 1.0080 1.7378
S1 0.5565 1.1150 -0.1465
S2 1.5724 -0.4882 -0.9490
H4 1.7001 0.1088 1.7471
H5 1.9395 1.8941 1.8210
H6 0.3826 1.0765 2.2830
H7 1.4426 -5.0446 -4.8755

Its net charge is -1. Its LUMO energy is 3.7 eV. For the frontier orbital gap, the calculation gives 6.031 eV. The value obtained for the HOMO energy is -0.0851 Eh.


# 7
This record from the Open Molecules 2025 dataset describes a single C2H7PS molecule. The level of theory is ωB97M-V/def2-TZVPD.

Cartesian coordinates (Å):
C1 1.2994 0.1995 0.3381
C2 0.3447 -0.6640 -0.4754
P1 -1.2926 0.0720 -0.8985
S1 -2.0504 0.5938 1.0126
H1 0.8393 0.5271 1.2705
H2 2.2030 -0.3576 0.5913
H3 1.6063 1.0757 -0.2349
H4 0.8039 -0.9359 -1.4312
H5 0.1293 -1.6025 0.0415
H6 -0.8214 1.3747 -1.1844
H7 -3.0615 -0.2828 0.9705

Its LUMO energy is 0.9 eV. For the frontier orbital gap, the calculation gives 9.987 eV. The value obtained for the HOMO energy is -0.3344 Eh. Its SMILES is CCPS.


# 8
This record from the Open Molecules 2025 dataset describes a single C2H7PS molecule. The level of theory is ωB97M-V/def2-TZVPD.

Cartesian coordinates (Å):
C1 -0.7398 -0.4406 -1.1832
C2 0.3510 1.0421 1.0316
P1 0.4140 -0.6185 0.1866
S1 2.0140 -1.4687 -0.6491
H1 -0.4032 0.0524 -2.1403
H2 -1.0468 -1.4508 -1.4552
H3 -1.6155 -0.0838 -0.7923
H4 0.7843 1.9695 0.5122
H5 -0.5250 1.3090 1.5197
H6 1.1366 1.0147 1.9576
H7 -0.3696 -1.3253 1.0125

Its LUMO energy (alpha / beta) is 1.0 / -2.4 eV. For the frontier orbital gap (alpha / beta), the calculation gives 5.146 / 7.077 eV. The value obtained for the HOMO energy (alpha / beta) is -0.1523 / -0.3488 Eh. The spin multiplicity is 3.


# 9
This record from the Open Molecules 2025 dataset describes a single C2H7PS2 molecule. The level of theory is ωB97M-V/def2-TZVPD.

Cartesian coordinates (Å):
C1 0.4871 -1.2016 -1.1793
C2 0.5165 -1.1019 0.3575
S1 0.3511 0.4836 1.1229
P1 -1.2926 1.3721 0.1741
S2 -1.3337 3.0749 1.5145
H1 1.2587 -0.5494 -1.5896
H2 0.6654 -2.1465 -1.6179
H3 -0.3957 -0.8021 -1.4928
H4 1.4461 -1.3383 0.8307
H5 -0.2248 -1.9125 0.6874
H6 -0.8292 1.8016 -1.1705
H7 -0.6489 2.3202 2.3630

Its LUMO energy is 0.5 eV. For the frontier orbital gap, the calculation gives 8.794 eV. The value obtained for the HOMO energy is -0.3040 Eh. Its SMILES is CCSPS.


# 10
This record from the Open Molecules 2025 dataset describes 2 unconnected molecules or ions with the total composition C2H7S. The level of theory is ωB97M-V/def2-TZVPD.

Cartesian coordinates (Å):
C1 4.7949 3.4008 -0.4590
H1 4.2503 4.3306 -0.3909
H2 4.1194 2.6164 -0.1201
H3 5.6710 3.3908 0.1892
H4 5.1347 3.2730 -1.4816
C2 -4.8912 -3.4853 0.4019
S1 -3.4951 -2.8823 1.4229
H5 -4.5614 -3.6671 -0.6247
H6 -5.4261 -4.3281 0.7942
H7 -5.5963 -2.6487 0.2679

Its net charge is -1. Its LUMO energy is 2.7 eV. For the frontier orbital gap, the calculation gives 4.539 eV. The value obtained for the HOMO energy is -0.0683 Eh.


Relative energy (zero: lowest compared OMol25 entry of this formula, charge and spin) for the records above, in order: 0.168 0.104 5.092 1.265 0.322 2.647 0.000 0.000 0.961 0.570 eV
Maximum force for the records above, in order: 0.07645 0.02049 0.05263 0.07446 0.03349 0.10993 0.00208 0.10069 0.07045 0.03350 hartree/bohr